H16O8Pb | the ωB97M-V functional and the def2-TZVPD basis

Its total charge is +2. As for the strongest force on any atom: 3.44 eV Å⁻¹. The energy above the lowest of the compared OMol25 structures with the same formula, charge and spin comes out at 51.0 kcal/mol. The total energy comes out at -21872.2571 eV. The value obtained for the LUMO energy is -6.38 eV. The calculation puts the orbital gap at 9.84 eV.

Geometry (Å):
Pb -0.02613 0.01067 0.05217
O -2.30596 0.11663 -0.94503
O -1.05177 -1.55181 1.53224
O -0.10552 2.21928 -0.78119
O 2.28794 0.76382 -0.43184
O 1.23282 -2.01661 -0.24968
O -1.56905 1.17425 1.65323
O 0.22853 -0.40609 -2.37212
O 1.24159 -0.05046 1.98910
H -2.32460 1.64625 1.42022
H 1.95868 -1.90045 -0.88672
H 2.36124 1.36196 -1.16714
H 1.67508 -2.33198 0.53734
H 1.22930 -0.63694 2.69536
H -1.99145 -1.49643 1.63937
H -0.82823 -2.52709 1.58972
H -0.79660 2.41048 -1.42343
H -1.69637 1.01958 2.60499
H -0.62072 -0.61358 -2.79723
H 0.65337 2.40764 -1.33321
H 3.18814 0.46143 -0.43964
H 2.19276 -0.07001 1.87129
H 0.82607 -0.24125 -3.09719
H -2.95037 -0.57172 -1.12210
H -2.80874 0.82245 -0.53852



C6H17N2 | the ωB97M-V functional and the def2-TZVPD basis

Its total charge is +1. As for the strongest force on any atom: 2.81 eV Å⁻¹. As for the SMILES: CCN(CC)CC[NH3+]. The energy above the lowest of the compared OMol25 structures with the same formula, charge and spin comes out at 42.3 kcal/mol. The total energy comes out at -9470.2005 eV. The value obtained for the LUMO energy is -3.47 eV. The calculation puts the orbital gap at 8.86 eV.

Geometry (Å):
N -0.53011 0.02209 0.11371
N 2.45751 -0.98661 -0.28655
C 0.83385 2.09505 0.34205
C -0.52513 1.40718 0.47323
C -2.49279 0.02199 -1.34455
C -1.83948 -0.64228 -0.14109
C 1.20312 -1.68629 0.16483
C 0.32297 -0.77882 0.97357
H -0.23567 -1.46296 1.65668
H -2.47737 -0.63366 -2.25197
H 2.16376 -0.17860 -0.87840
H 1.40077 1.91758 -0.56172
H 1.45548 1.94191 1.21234
H -1.17837 2.01898 -0.13035
H 0.68180 -2.01994 -0.76190
H -3.51448 0.26611 -1.05677
H -2.01146 0.85211 -1.85964
H -0.72828 1.62955 1.56281
H 0.69488 3.18910 0.44976
H 3.06648 -1.49958 -0.92195
H 1.45319 -2.64083 0.61404
H -1.56544 -1.68749 -0.30648
H 2.86073 -0.37876 0.43440
H -2.42569 -0.47383 0.77218
H 0.92972 -0.29200 1.73179



C36H85FN10O10P2S | the ωB97M-V functional and the def2-TZVPD basis

As for the strongest force on any atom: 8.76 eV Å⁻¹. As for the SMILES: [H]/N=C(/N)NCCCC[C@@H](O[C@@H](COCCOCCOCC)[C@H](CCOC(=O)CC)NCC(C)C)S(=O)(=O)F.CN(C)P(=O)(N(C)C)N(C)C.CN(C)P(=O)(N(C)C)N(C)C. The total energy comes out at -106192.7762 eV. The value obtained for the LUMO energy is -1.44 eV. The calculation puts the orbital gap at 6.26 eV.

Geometry (Å):
S 0.51767 3.94645 7.38513
P -4.19726 -6.62758 -2.65231
P 1.34485 -2.05521 -3.80700
F -0.62694 2.98719 8.23007
O 3.37540 -0.13314 0.16055
O 5.94561 -1.10821 1.99046
O 1.96641 3.46469 7.66360
O 1.36810 0.87514 2.34721
O -0.86939 5.56082 0.98971
O 0.10795 2.62284 5.06137
O -0.08655 -2.20539 -3.23622
O -0.19798 5.04772 -1.34522
O -2.75291 -7.18266 -2.59766
O 0.47721 5.45409 7.85152
N 3.86835 7.71780 -0.34091
N 4.66859 8.45961 1.89056
N -3.83538 -5.62440 -3.99616
N 1.41367 -3.70901 -4.25806
N 2.99044 -1.88255 -4.46320
N -2.78449 2.34525 4.39875
N -5.85774 -5.98943 -2.71513
N -4.81506 -8.14915 -3.03395
N 2.23113 7.34579 1.56340
N 0.80362 -1.00230 -5.00740
C -5.12514 0.43089 3.00374
C 5.87448 -0.32605 0.74649
C -2.67847 -4.74318 -3.76406
C 3.56921 7.83319 1.00959
C -6.02295 -4.97084 -1.66985
C 4.56556 0.65215 0.61296
C -1.82594 2.69974 3.28393
C 0.68850 0.39291 -4.58341
C 1.70228 8.26719 2.64998
C -5.59956 -8.61018 -4.15495
C 1.12005 -4.62457 -3.14254
C -5.05445 -9.01367 -1.87856
C 2.62598 4.17554 -0.57178
C 0.03563 4.97221 -0.02171
C 1.30141 4.95491 4.85786
C -2.91570 0.85443 4.61590
C -2.19832 4.27251 2.85289
C 1.36198 4.14427 0.47183
C 0.17788 0.93453 3.20995
C -6.58389 -5.54661 -3.90090
C -1.94060 4.58154 1.25752
C 0.70683 6.40071 4.32752
C -3.71057 -6.15539 -5.34751
C 3.57647 -2.62909 -5.57167
C 0.12485 4.02126 5.51637
C 2.79158 -0.89024 1.27878
C 0.71888 -4.22096 -5.43231
C -0.23816 2.49712 3.63769
C 3.95381 -1.87720 -3.35445
C 5.97303 -0.25501 3.18886
C 1.22466 -0.35767 1.51979
C 1.85920 7.57545 4.16453
C -3.57967 0.02300 3.36876
C 0.89174 -1.06554 -6.44715
C -3.52625 -1.59752 3.76435
C 7.16741 0.86788 3.21695
H 1.85261 4.40214 3.95460
H 3.60458 -1.21815 -2.55243
H 1.73990 4.59571 1.50224
H 7.44973 1.25699 4.28385
H -6.19129 -4.61283 -4.31673
H -3.54299 -2.16253 2.71358
H -5.50919 -4.04161 -1.94003
H 0.37007 3.18610 2.91309
H -3.35495 4.40062 3.08551
H -7.07955 -4.75159 -1.48396
H 0.18892 6.31481 3.25853
H -1.72936 -5.27062 -3.92212
H -4.27858 -8.87315 -1.11924
H -2.96192 5.01523 0.83753
H 1.53872 -5.61654 -3.33124
H -5.44430 1.51199 3.31867
H 4.53065 8.14757 2.89245
H -3.30585 -5.40743 -6.04177
H -0.15324 6.69998 5.09763
H -2.70698 -3.87777 -4.43125
H -4.41149 -1.90740 4.46721
H 3.08359 7.27607 -0.86841
H 1.65309 8.38870 4.98714
H -2.45744 -1.77512 4.20899
H -6.60396 -6.29538 -4.69203
H -2.52879 2.85823 5.27374
H -0.03651 0.94691 -5.18920
H 1.56808 -4.25931 -2.21095
H -1.58883 5.06865 3.45609
H -6.02225 -8.78909 -1.41855
H 3.41850 4.95010 -0.14813
H 8.12001 0.41999 2.69693
H -3.65869 0.71726 5.53845
H 5.78443 -1.12251 -0.13814
H 1.04452 3.01587 0.69062
H 0.70832 -0.02362 0.51981
H 3.34816 -0.69141 2.29269
H 1.84228 -0.66995 -6.81841
H -2.95666 0.09970 2.35327
H 3.76690 -3.67874 -5.32473
H -1.90509 0.32917 4.96667
H 0.74877 -2.06711 -6.84272
H 4.07850 -2.88189 -2.93556
H 4.79834 1.40025 -0.28653
H 4.34954 1.32744 1.54411
H 0.72956 -5.31829 -5.46398
H 0.68094 -1.23562 2.07700
H 0.04024 -4.73035 -2.97880
H -2.02505 2.07116 2.28879
H 1.23245 -3.93163 -6.34957
H 2.96010 7.17901 4.21035
H -4.68807 -6.39439 -5.76726
H 3.15187 3.11829 -0.53047
H 4.95865 0.32490 3.38997
H -0.69570 0.37539 2.64551
H -5.21421 0.37182 1.81472
H -5.30268 -8.16361 -5.09968
H -5.85075 -0.41915 3.40607
H 6.10637 -0.97108 4.13468
H 0.09086 -0.47880 -6.91452
H -5.45925 -9.68672 -4.31459
H 2.97160 -2.59160 -6.47702
H 2.26440 9.30714 2.70491
H 4.93180 -1.50066 -3.67191
H -6.67040 -8.44176 -4.00406
H 4.53759 -2.18195 -5.85590
H -3.06340 -7.04030 -5.38905
H -5.60108 -5.32694 -0.72393
H -0.95719 4.46995 5.45437
H 2.80029 -2.06530 1.12391
H 0.34906 0.31028 4.21298
H -0.32683 -3.89174 -5.47386
H 2.16363 5.17930 5.65092
H -1.68183 3.58411 0.70309
H 0.33682 0.45810 -3.54883
H -7.63812 -5.37333 -3.64978
H 1.54439 7.31399 0.76292
H 2.34512 4.36845 -1.69136
H -5.03054 -10.07480 -2.14867
H -2.68282 -4.35724 -2.73788
H 0.54303 8.51608 2.51501
H 6.88026 0.26976 0.50646
H 1.65749 0.89899 -4.64359
H 6.77587 1.79454 2.58967
H 5.60826 8.10228 1.60764



- What is the formula in the third record?
  C36H85FN10O10P2S